14
Properties=species:S:1:pos:R:3:forces:R:3:lowdin_charge:R:1 method="wB97M-V/def2-TZVPD" e_homo_ev=-9.94 spin_multiplicity=1 gap_ev=10.99 smiles=COC[C@H]1CO1
C -2.33223 0.34845 -0.14839 -0.281 0.144 0.008 -0.1184
O -1.14904 -0.35895 -0.41372 0.066 -0.031 -0.160 -0.1775
C -0.15344 -0.11488 0.54074 0.300 0.114 -0.033 -0.1893
C 1.13402 -0.78253 0.10420 0.238 0.998 -0.892 -0.2756
C 2.31294 0.03598 -0.23886 0.173 0.607 -0.150 -0.1363
O 2.18506 -0.58569 1.02250 0.119 -0.261 0.211 -0.0117
H -2.77890 0.05420 0.81449 0.106 0.009 -0.127 0.0906
H -2.15678 1.43538 -0.12996 -0.005 -0.151 -0.010 0.0901
H -3.03433 0.11516 -0.95140 0.068 0.044 0.126 0.0895
H -0.49006 -0.42879 1.54947 0.306 -0.208 -0.345 0.1390
H 0.07222 0.96366 0.62382 -0.201 -0.044 -0.005 0.1292
H 1.21618 -1.47727 -0.70985 -0.937 -1.973 0.817 0.1406
H 2.10163 1.08007 -0.41510 0.496 0.471 0.686 0.1104
H 3.12549 -0.41798 -0.81737 -0.448 0.281 -0.125 0.1195

***

9
Properties=species:S:1:pos:R:3:forces:R:3:lowdin_charge:R:1 method="wB97M-V/def2-TZVPD" e_homo_ev="-8.81 / -8.81" spin_multiplicity=1 gap_ev="6.45 / 6.45"
N 1.01836 0.69026 1.32842 -3.266 -3.067 -2.081 0.2056
N 0.10824 -0.05825 0.73385 4.565 3.598 2.881 -0.2381
F 1.50952 -2.06581 0.65322 0.612 0.004 0.992 -0.3737
F -1.13257 1.08442 -1.48052 0.175 -1.746 -1.909 -0.2244
P -0.01321 -1.75912 0.30465 -0.106 -1.231 -2.038 0.3992
S 0.17169 -1.57633 -1.70668 -0.549 -0.133 0.681 0.1107
H -0.95370 0.30960 -2.11951 -0.233 1.927 2.275 0.0166
H 1.76165 0.03175 1.53694 0.757 -0.255 0.161 0.0552
H -0.64070 0.52897 0.50546 -1.955 0.904 -0.962 0.0489

***

120
Properties=species:S:1:pos:R:3:forces:R:3:lowdin_charge:R:1 method="wB97M-V/def2-TZVPD" e_homo_ev=-8.67 spin_multiplicity=1 gap_ev=8.84 smiles="CN(C)C=O.CN(C)C=O.CN(C)C=O.CN(C)C=O.CN(C)C=O.CN(C)C=O.BrCCBr.BrCCBr.BrCCBr.BrCCBr.BrCCBr.BrCCBr"
C 5.20753 0.65016 -5.61747 0.029 -0.026 -0.230 -0.0637
N 4.52001 0.73382 -4.32521 1.069 1.320 -1.825 -0.1706
C 3.79249 2.01763 -4.16059 -0.500 -0.920 0.336 -0.0078
C 4.39002 -0.35717 -3.59043 -2.089 0.569 3.302 -0.3136
O 3.71548 -0.32454 -2.52529 1.185 -0.733 -1.796 -0.0564
H 4.49148 0.55741 -6.43403 -0.132 -0.351 -0.044 0.0826
H 5.93498 -0.16135 -5.63666 -0.295 -0.187 0.055 0.0851
H 5.77558 1.54116 -5.88495 -0.005 0.247 0.582 0.0819
H 4.38567 2.79795 -4.63738 -0.190 -0.063 0.126 0.0866
H 2.81025 1.91549 -4.62199 0.031 0.145 -0.523 0.0866
H 3.51898 2.28478 -3.13984 0.716 -0.326 0.201 0.0802
H 4.90177 -1.27159 -3.92831 0.023 0.267 -0.109 0.1394
C -0.90225 -4.10804 2.49764 0.355 0.241 0.247 -0.0889
N 0.19453 -3.67880 3.35890 0.877 -2.974 1.123 -0.1904
C 0.45996 -2.27136 3.53739 0.430 -0.297 -0.120 -0.0715
C 0.93766 -4.64824 4.07135 0.546 3.519 0.583 -0.2684
O 1.85216 -4.29491 4.84977 -1.743 -1.507 -1.619 -0.0402
H -0.88978 -3.53417 1.57102 -0.101 0.108 0.053 0.0367
H -1.86151 -3.99610 3.00301 -0.180 0.186 -0.106 0.0876
H -0.80376 -5.15385 2.20662 0.195 -0.020 0.138 0.0717
H -0.38059 -1.75271 3.99844 -0.092 0.179 -0.423 0.0793
H 1.32017 -2.13237 4.19224 -0.052 -0.290 -0.042 0.0691
H 0.75765 -1.91503 2.55124 -0.378 0.641 0.172 0.0467
H 0.59958 -5.67975 3.88720 0.236 0.079 0.021 0.1298
C -4.96018 0.78922 3.51031 1.407 -0.176 0.786 -0.0304
N -3.63936 0.93576 4.19809 -1.113 0.410 -0.430 -0.1809
C -3.66037 1.62594 5.50697 -0.002 -0.712 -0.636 -0.0278
C -2.52627 0.45920 3.62857 0.891 -0.407 1.868 -0.3221
O -1.48610 0.32959 4.29896 -0.511 0.385 -1.392 -0.0514
H -4.95055 -0.08752 2.86276 0.283 0.253 -0.264 0.0685
H -5.15920 1.70343 2.95110 -0.532 -0.119 0.103 0.0834
H -5.66826 0.53115 4.29779 -0.322 0.537 -0.139 0.0851
H -4.12159 0.94518 6.22249 -0.214 0.248 0.198 0.0885
H -2.67497 1.87570 5.90027 0.075 -0.187 -0.497 0.0836
H -4.23694 2.54224 5.38024 -0.123 -0.054 0.193 0.0859
H -2.66326 0.14165 2.58328 0.186 -0.060 0.076 0.1180
C -6.45583 -0.93483 -0.35671 0.476 0.465 -0.009 -0.0322
N -5.32073 -0.73142 -1.29406 -1.337 -0.273 -0.944 -0.1483
C -5.60712 -0.66356 -2.78800 -0.126 -0.032 1.564 -0.0441
C -4.06692 -0.58133 -0.82693 -0.111 -0.788 0.846 -0.3294
O -3.75786 -0.56791 0.36814 -0.080 0.210 -1.127 -0.0291
H -7.09927 -0.05592 -0.31674 -0.160 0.017 -0.382 0.0854
H -6.11588 -1.04548 0.67300 0.514 -0.085 -0.270 0.0684
H -7.04326 -1.82497 -0.58179 0.097 0.076 -0.396 0.0861
H -6.12709 0.26047 -3.04075 0.275 0.280 0.125 0.0794
H -4.68085 -0.73558 -3.35802 -0.144 0.034 0.252 0.0038
H -6.30157 -1.44021 -3.10840 0.224 -0.374 0.332 0.0813
H -3.35133 -0.60247 -1.66340 0.363 0.415 0.204 0.1253
C 1.59753 -1.02639 0.04196 -1.003 -1.371 0.179 -0.1303
N 0.55983 -0.22934 -0.60208 -0.414 1.490 0.484 -0.1411
C -0.42222 0.50311 0.26114 1.946 -0.495 0.083 -0.0008
C 0.41031 -0.16762 -1.91991 1.876 -1.270 0.693 -0.3817
O -0.41323 0.47487 -2.51973 -1.322 0.730 -1.013 -0.0075
H 2.25346 -1.63778 -0.57778 -0.070 0.920 -0.878 -0.0007
H 1.02396 -1.84363 0.47924 0.210 -0.063 0.960 0.0434
H 2.22179 -0.54282 0.79334 -0.368 0.394 -0.187 0.0171
H -1.12721 -0.24164 0.63048 -0.382 0.490 0.099 0.0792
H 0.20245 0.90315 1.05979 -0.325 -0.208 0.491 0.0337
H -0.83937 1.39128 -0.21347 -0.289 -0.596 -0.426 0.0668
H 1.17640 -0.82977 -2.35217 0.002 0.248 -0.764 0.1160
C -2.86507 3.41304 -2.33390 0.016 -0.266 -0.617 -0.0607
N -2.16771 3.84349 -3.52277 -0.681 1.666 -2.201 -0.1863
C -2.94622 4.39286 -4.68150 -0.667 -0.497 0.713 -0.0497
C -0.92117 3.51779 -3.82439 1.759 -0.833 -2.027 -0.3486
O -0.35341 3.75764 -4.92645 -0.920 -0.434 2.411 -0.0588
H -2.17815 3.28215 -1.49777 -0.037 0.019 -0.107 0.0550
H -3.31374 2.45919 -2.61133 -0.385 -0.156 0.608 0.0379
H -3.63069 4.14727 -2.08325 0.049 -0.074 0.111 0.0924
H -3.36429 5.37153 -4.44584 0.192 0.058 -0.045 0.0859
H -2.42426 4.38544 -5.63837 0.670 0.303 0.655 0.0829
H -3.77925 3.72912 -4.91303 -0.345 -0.137 0.488 0.0408
H -0.47916 2.85164 -3.06736 0.388 0.370 0.100 0.1202
Br 1.83747 5.26349 3.60430 -1.401 0.119 -0.944 0.5853
C -0.05569 5.28309 2.83912 -0.046 -1.061 0.144 -0.5725
C -0.44440 3.83222 2.39713 -0.062 0.400 0.733 -0.6463
Br -2.27891 3.71903 1.67138 0.248 0.338 0.133 0.6139
H -0.22611 6.03291 2.06657 0.782 -0.179 -0.163 0.0547
H -0.65585 5.61905 3.68472 0.045 -0.385 0.007 0.0447
H -0.49640 3.18200 3.27041 0.173 0.063 -0.056 0.0347
H 0.14808 3.32343 1.63673 0.289 0.603 0.139 0.0342
Br 3.99477 -7.34010 1.98959 -0.711 -1.758 0.768 0.7329
C 4.72895 -5.82118 1.23717 1.269 2.137 -0.493 -0.7773
C 3.75251 -4.68087 1.51080 -0.057 -0.337 -0.270 -0.6600
Br 4.34625 -2.90065 0.72431 -0.404 -1.582 0.717 0.6334
H 4.93109 -6.00817 0.18252 -0.289 0.189 0.040 0.0601
H 5.68808 -5.61995 1.71433 -0.049 -0.079 0.013 0.0580
H 3.54588 -4.60250 2.57815 0.516 0.591 0.035 0.0431
H 2.80048 -5.03875 1.11880 -0.082 0.830 -0.516 -0.0390
Br 0.91613 -0.73529 -6.45422 -1.077 0.645 0.539 0.5185
C -0.65018 0.36938 -5.79779 -0.448 -1.147 1.143 -0.6425
C -1.93590 -0.51667 -5.41889 1.263 1.274 -0.854 -0.5718
Br -3.20505 0.90350 -4.97037 -0.324 -0.265 -0.384 0.7686
H -0.81543 1.18344 -6.50356 -0.324 -0.679 -0.448 0.0432
H -0.36410 0.90645 -4.89346 0.451 -0.515 0.072 0.0009
H -1.94699 -1.12397 -4.51380 0.910 0.255 -0.069 0.0271
H -2.27178 -1.14744 -6.24194 -0.227 0.437 -0.074 0.0548
Br -2.10821 -4.75461 -0.85396 0.928 0.967 -0.550 0.6016
C -1.05923 -3.28686 -1.75272 -0.303 0.325 -0.806 -0.6418
C 0.25062 -3.68727 -2.41601 -0.206 -1.772 0.630 -0.6002
Br 1.40736 -4.44336 -1.02273 0.205 0.185 -0.182 0.6928
H -0.88422 -2.42099 -1.11417 -0.273 -0.411 0.547 0.0397
H -1.76955 -2.96741 -2.51528 0.072 0.016 -0.068 0.0356
H 0.81960 -2.93248 -2.95881 -0.385 0.280 0.350 0.0550
H 0.13938 -4.56235 -3.05629 -0.277 0.293 -0.182 0.0460
Br 1.49770 2.38582 7.62010 -0.104 -0.093 -0.464 0.5952
C 2.26140 2.10054 5.83297 0.929 -0.512 -0.231 -0.6848
C 1.61503 0.89375 5.13355 -0.738 1.080 0.129 -0.6020
Br 2.14063 0.70936 3.23104 0.199 0.136 0.809 0.6871
H 3.30467 1.86488 6.04313 -0.064 -0.026 -0.011 0.0238
H 2.28373 3.05614 5.30913 -0.583 -0.279 -0.058 -0.0203
H 0.54407 1.01976 4.97459 0.066 -0.070 0.472 0.0033
H 1.80432 0.00885 5.74117 0.130 -0.184 -0.575 0.0703
Br 5.62261 1.47827 3.79754 -0.084 -0.031 -0.042 0.5864
C 5.58169 0.72523 1.97602 1.220 0.058 1.192 -0.6830
C 5.88447 1.85319 0.99742 -0.764 -0.971 -1.248 -0.6631
Br 4.19422 2.76334 0.63288 0.183 0.423 0.091 0.5837
H 4.66881 0.13385 1.90511 -0.260 0.763 -0.452 -0.0181
H 6.34865 -0.04290 2.07527 0.380 0.308 -0.506 0.0442
H 6.13832 1.47417 0.00747 -0.128 -0.490 0.061 0.0449
H 6.69716 2.55731 1.17587 -0.434 -0.048 0.917 0.0615

***

7
Properties=species:S:1:pos:R:3:forces:R:3:lowdin_charge:R:1 method="wB97M-V/def2-TZVPD" e_homo_ev="-8.95 / -8.94" spin_multiplicity=1 gap_ev="8.44 / 8.02"
C -0.19222 -0.84606 -0.17311 -4.069 -2.009 -2.652 -0.3494
O -1.45301 0.50709 -2.92108 -0.559 1.571 -0.075 -0.5874
F -1.20715 -0.31461 0.42890 -0.454 0.799 0.221 0.1271
F -0.20733 -2.14076 0.01752 0.170 -0.642 -0.179 0.1000
S -0.34539 -0.37550 -2.69924 0.386 -2.695 1.925 0.4754
Br 1.77190 0.36116 -2.60242 0.122 0.614 0.049 0.2159
H 0.69446 -0.43252 -0.10910 4.403 2.360 0.710 0.0183

***

23
Properties=species:S:1:pos:R:3:forces:R:3:lowdin_charge:R:1 method="wB97M-V/def2-TZVPD" e_homo_ev=-15.35 charge=+1 spin_multiplicity=1 gap_ev=12.39
C 0.56873 0.39284 1.05044 0.215 -1.168 -1.615 -0.1188
C 1.53657 -0.03907 -0.06550 -0.514 0.544 -0.513 -0.4062
C 2.11776 1.22455 -0.74705 0.787 -0.851 0.749 -0.0628
C 0.90832 -0.87054 -1.20964 -0.091 0.330 0.404 -0.0628
N -0.00387 -0.86361 1.66744 0.008 0.901 1.587 0.1719
H -0.28386 0.88421 0.59460 -0.111 0.365 0.143 0.1195
H 1.07622 1.02064 1.77537 -0.190 -0.151 0.293 0.1348
H 2.33380 -0.60127 0.43209 0.175 0.040 -0.217 0.1371
H 1.38895 1.79110 -1.31409 -0.298 0.129 0.179 0.0873
H 2.88138 0.89961 -1.45574 0.001 0.089 0.026 0.0869
H 2.62661 1.82375 0.00975 -0.132 0.357 -0.205 0.0841
H 0.07449 -0.31406 -1.64673 0.097 0.066 -0.047 0.0841
H 1.70123 -0.93937 -1.94930 -0.179 -0.318 -0.246 0.0824
H 0.52035 -1.86975 -0.99916 0.259 0.016 0.309 0.0767
H -0.35908 -0.60106 2.58656 -0.324 -0.023 0.082 0.1625
H 0.69517 -1.56348 1.90596 0.153 -0.207 -0.620 0.1676
H -0.84469 -1.22315 1.15395 0.158 -0.154 -0.304 0.0901
H -2.97657 -1.95401 0.23313 0.038 -0.064 0.040 0.0830
H -2.72120 -0.41953 0.15100 0.162 -0.343 -0.201 0.0307
O -2.36061 -1.26436 0.49788 -0.196 0.346 0.004 -0.0482
H -3.14619 1.44265 -1.64662 -0.090 -0.106 -0.271 0.0731
H -2.93018 1.89108 -0.22513 -0.209 0.905 0.653 0.0499
O -2.80332 1.15286 -0.79917 0.281 -0.704 -0.229 -0.0229

***

13
Properties=species:S:1:pos:R:3:forces:R:3:lowdin_charge:R:1 method="wB97M-V/def2-TZVPD" e_homo_ev=-6.92 spin_multiplicity=1 gap_ev=7.29 smiles="N=C=BO.CC=O"
N 2.49373 -2.44598 1.92366 1.193 -1.274 -0.596 0.0879
C 1.42609 -2.41061 1.31138 -0.398 -0.330 0.470 -0.1323
B 0.25856 -2.61145 0.65646 1.844 0.632 0.720 -0.3587
O -0.71670 -2.67657 -0.14211 -4.725 0.874 -1.538 0.1731
H 2.59551 -1.68310 2.53507 0.251 1.461 1.273 0.0214
H -1.47663 -2.00025 -0.03007 1.907 -1.255 -0.395 0.1540
C -0.45430 2.46858 -0.52022 1.198 -0.279 -3.806 -0.0230
C -0.79972 1.24995 -1.29399 -0.133 -0.424 1.836 -0.2737
O -1.18167 0.22526 -0.77084 0.291 0.164 -0.495 0.0413
H -0.15805 2.30411 0.42282 0.757 -0.418 3.451 0.0490
H 0.16558 3.17145 -1.07450 0.860 -0.433 -0.005 0.0938
H -1.32170 2.98409 -0.67562 -2.992 1.582 0.646 0.0604
H -0.83070 1.42452 -2.34204 -0.053 -0.300 -1.560 0.1069

***

6
Properties=species:S:1:pos:R:3:forces:R:3:lowdin_charge:R:1 method="wB97M-V/def2-TZVPD" e_homo_ev=-3.77 charge=-1 spin_multiplicity=1 gap_ev=8.55 smiles="NC(=O)[O-]"
N -0.52254 0.46646 -0.48754 1.552 0.463 4.031 0.0499
C 0.27865 -0.27710 0.63891 3.010 -0.404 -1.528 -0.6987
O -0.36315 -1.13808 1.27503 0.464 1.419 -0.701 -0.1102
O 1.59858 -0.02439 0.67027 -4.786 -0.158 -0.057 -0.2216
H 0.02653 1.07850 -1.02206 1.221 0.698 -0.517 -0.0003
H -1.01806 -0.10539 -1.07461 -1.459 -2.018 -1.229 -0.0190

***

53
Properties=species:S:1:pos:R:3:forces:R:3:lowdin_charge:R:1 method="wB97M-V/def2-TZVPD" e_homo_ev=-7.99 spin_multiplicity=1 gap_ev=5.58
C 2.26671 -0.25157 -0.75906 0.411 -0.212 -0.232 -0.1577
Si 1.70900 0.75288 0.69287 -1.150 0.458 -0.179 0.4101
C 2.09386 0.02133 2.34433 0.269 -0.159 0.216 -0.1524
C 2.33821 2.49642 0.65044 0.338 0.159 -0.112 -0.1597
O 0.03010 0.85385 0.44082 1.140 -0.094 1.072 -0.1296
C -1.02773 0.57174 1.25556 -0.108 -1.129 -0.349 -0.3316
C -1.50167 -0.70364 1.34938 1.049 0.822 0.041 -0.0516
C -2.96106 -0.99820 1.31133 -1.160 -0.127 0.838 -0.2078
C -3.82900 -0.19950 0.28275 0.167 -0.648 0.270 -0.1896
C -4.22189 1.22349 0.70798 -0.396 -0.040 -0.391 -0.2135
C -3.37875 2.32465 0.05371 -0.264 0.096 -0.182 -0.1980
C -2.16339 2.79388 0.85138 0.416 0.490 0.328 -0.1865
C -1.65993 1.77284 1.88477 -0.410 0.259 -0.614 -0.1218
H 3.32469 -0.52817 -0.64574 -0.180 0.012 -0.166 0.0348
H 1.67422 -1.17303 -0.85916 0.150 0.247 0.065 0.0329
H 2.15732 0.32510 -1.69137 0.029 -0.195 0.290 0.0407
H 3.18702 -0.09583 2.45534 -0.399 0.026 0.022 0.0572
H 1.73265 0.64039 3.17675 0.099 -0.126 -0.241 0.0281
H 1.64417 -0.96445 2.46951 0.101 0.044 0.072 -0.0029
H 3.38930 2.50114 0.97290 -0.162 0.150 -0.111 0.0364
H 2.28187 2.91776 -0.36261 0.013 -0.018 0.263 0.0371
H 1.76984 3.13968 1.33624 0.118 -0.171 -0.160 0.0383
H -0.78735 -1.55624 1.39116 -0.513 0.699 -1.134 0.0867
H -3.06794 -2.07208 1.07862 -0.048 0.360 0.182 0.1047
H -3.44598 -0.83038 2.29799 0.095 -0.309 -0.289 0.1141
H -3.33218 -0.17850 -0.70410 -0.164 -0.070 0.372 0.1148
H -4.76550 -0.77084 0.17074 0.338 0.046 -0.052 0.1031
H -5.26907 1.38262 0.41450 0.222 -0.037 0.013 0.1056
H -4.22090 1.27216 1.80109 -0.090 0.193 -0.144 0.0995
H -3.03290 1.95408 -0.92177 -0.166 0.041 0.174 0.1076
H -4.02101 3.19245 -0.16639 0.238 -0.219 0.067 0.1072
H -1.36642 3.04486 0.13319 -0.073 -0.080 0.417 0.1092
H -2.38903 3.72309 1.39120 -0.072 -0.136 -0.107 0.1085
H -2.48843 1.44134 2.51116 0.150 0.024 0.038 0.1033
H -0.95122 2.25370 2.58092 0.080 -0.269 -0.381 0.1323
Cl 0.34974 -3.58891 6.97656 0.037 0.664 -0.687 0.4727
B 0.93503 -2.61262 5.48112 0.549 0.268 0.811 -1.8084
Cl 1.00354 -0.76739 5.66876 -0.125 -0.694 0.187 0.5212
Cl 2.61836 -3.29980 4.99559 -0.545 0.226 -0.238 0.4843
O -0.08094 -2.90941 4.36486 -0.193 -1.011 -1.975 -0.0599
C 0.17045 -3.31037 3.17627 0.844 -0.225 1.904 -0.0679
C -0.00978 -4.66290 2.75698 -0.095 -0.626 0.119 -0.1675
C 0.72226 -5.10356 1.62870 -0.866 0.180 0.114 0.0192
C 0.51794 -6.38562 1.13239 0.002 0.407 -0.054 -0.0743
C -0.43253 -7.22162 1.74382 0.714 1.093 0.323 -0.6613
Cl -0.84775 -8.68615 0.98723 -0.076 -0.379 -0.050 0.7506
C -1.01197 -6.85816 2.96676 -0.166 0.177 -0.065 -0.0668
C -0.77840 -5.59505 3.49670 -0.010 0.015 -0.387 0.0463
H 0.67606 -2.65592 2.46101 -0.049 0.196 0.218 0.1097
H 1.39715 -4.37718 1.17420 -0.109 -0.416 -0.188 0.1318
H 1.03385 -6.69844 0.22960 -0.106 -0.083 0.190 0.1135
H -1.69379 -7.56077 3.43697 0.179 0.167 0.092 0.1154
H -1.20276 -5.28903 4.45027 -0.055 -0.048 -0.212 0.1324

***

| no. | F_max (eV Å⁻¹) | molecular weight (g mol⁻¹) |
| --- | --- | --- |
| 1 | 2.33 | 88.1 |
| 2 | 6.49 | 132.1 |
| 3 | 3.95 | 1565.7 |
| 4 | 5.26 | 179.0 |
| 5 | 2.01 | 110.2 |
| 6 | 5.05 | 98.9 |
| 7 | 4.79 | 60.0 |
| 8 | 2.23 | 456.1 |